Entry 1:
C40H51NP2Ti | ωB97M-V/def2-TZVPD

Last column: Löwdin spin population.
CARTESIAN COORDINATES (ANGSTROEM)
Ti1 0.0527 -0.0801 -0.7847  0.978
C1 -2.0571 -3.8044 0.6533  0.000
C2 -2.5669 -3.2103 -0.6625  -0.003
C3 -4.0679 -3.4601 -0.7859  -0.001
P1 -2.0774 -1.4205 -0.8328  0.008
C4 -3.2424 -0.7463 -2.1025  0.005
C5 -3.2200 0.7798 -2.1790  0.005
C6 -2.8495 -1.3722 -3.4455  0.001
C7 -2.4372 -0.7287 0.8107  0.002
C8 -3.7343 -0.6727 1.3286  0.001
C9 -3.9828 -0.5231 2.6820  -0.002
C10 -5.3857 -0.4448 3.2317  0.000
C11 -2.8713 -0.4962 3.5264  0.001
C12 -1.5752 -0.5069 3.0423  -0.001
C13 -1.3254 -0.5477 1.6660  0.006
N1 -0.0490 -0.4954 1.0789  -0.001
C14 1.1712 -0.2028 1.7303  0.006
C15 1.3063 0.6233 2.8431  0.003
C16 2.5574 0.9142 3.3652  0.001
C17 3.7261 0.4238 2.7935  0.003
C18 5.0862 0.7373 3.3673  0.000
C19 3.5969 -0.3395 1.6378  0.000
C20 2.3530 -0.6622 1.1048  0.006
P2 2.1380 -1.4073 -0.5459  0.008
C21 3.7712 -1.4362 -1.3806  0.001
C22 3.5773 -1.4348 -2.9030  0.001
C23 4.7131 -2.5535 -0.9339  0.000
C24 1.5091 -3.1169 -0.2273  -0.001
C25 1.2548 -3.8786 -1.5305  0.000
C26 2.2784 -3.9501 0.7981  0.000
H1 -2.2916 -4.8706 0.6780  0.000
H2 -2.5483 -3.3322 1.5069  0.000
H3 -0.9840 -3.7010 0.7852  0.000
H4 -2.0608 -3.7110 -1.4928  0.000
H5 -4.6092 -3.0408 0.0649  0.000
H6 -4.2345 -4.5395 -0.7791  0.000
H7 -4.5011 -3.0744 -1.7064  0.000
H8 -4.2548 -1.0588 -1.8518  0.000
H9 -2.2336 1.1650 -2.4393  0.003
H10 -3.5158 1.2472 -1.2381  0.000
H11 -3.9084 1.1157 -2.9576  0.000
H12 -1.8287 -1.0998 -3.7177  0.001
H13 -3.5071 -1.0057 -4.2359  0.000
H14 -2.9160 -2.4620 -3.4382  0.000
H15 -4.5766 -0.7668 0.6493  0.000
H16 -6.1270 -0.6192 2.4515  0.000
H17 -5.5839 0.5366 3.6670  0.000
H18 -5.5413 -1.1858 4.0174  0.000
H19 -3.0271 -0.4603 4.6002  0.000
H20 -0.7491 -0.4895 3.7363  0.000
H21 0.4311 1.0861 3.2763  0.000
H22 2.6249 1.5611 4.2330  0.000
H23 5.0023 1.2567 4.3209  0.000
H24 5.6627 1.3714 2.6904  0.000
H25 5.6621 -0.1747 3.5305  0.000
H26 4.4994 -0.6795 1.1395  0.000
H27 4.2052 -0.4702 -1.1070  0.000
H28 3.1554 -2.3803 -3.2490  0.000
H29 4.5407 -1.3015 -3.4003  0.000
H30 2.9227 -0.6261 -3.2255  0.001
H31 4.4004 -3.5141 -1.3465  0.000
H32 4.7737 -2.6535 0.1497  0.000
H33 5.7178 -2.3477 -1.3095  0.000
H34 0.5501 -2.8727 0.2128  0.000
H35 2.1886 -4.2222 -1.9796  0.000
H36 0.7292 -3.2716 -2.2712  0.000
H37 0.6452 -4.7646 -1.3320  0.000
H38 3.1494 -4.4316 0.3555  0.000
H39 1.6269 -4.7409 1.1802  0.000
H40 2.6053 -3.3529 1.6508  0.000
C27 -1.9165 6.6752 0.5733  0.000
C28 -0.6078 6.3038 0.2880  0.000
C29 -0.2829 4.9697 0.0990  0.000
C30 -1.2660 3.9818 0.1971  -0.001
C31 -2.5707 4.3649 0.5133  0.000
C32 -2.8995 5.7013 0.6901  0.000
C33 -0.9964 2.5436 -0.0077  -0.003
C34 -0.0014 1.9395 -0.6707  -0.022
C35 1.1467 2.5461 -1.3771  -0.002
C36 2.4362 2.3299 -0.8703  -0.001
C37 3.5541 2.8344 -1.5286  0.000
C38 3.4019 3.5478 -2.7078  -0.002
C39 2.1270 3.7567 -3.2256  0.000
C40 1.0122 3.2573 -2.5724  -0.002
H41 -2.1671 7.7192 0.7138  0.000
H42 0.1663 7.0584 0.2163  0.000
H43 0.7428 4.6937 -0.1084  0.000
H44 -3.3352 3.6018 0.6214  0.000
H45 -3.9186 5.9816 0.9268  0.000
H46 -1.7558 1.9041 0.4416  -0.001
H47 2.5520 1.8083 0.0734  0.000
H48 4.5420 2.6790 -1.1099  0.000
H49 4.2685 3.9476 -3.2191  0.000
H50 2.0027 4.3173 -4.1441  0.000
H51 0.0219 3.4317 -2.9769  0.000

Forces on the atoms, in the same order (eV/Å):
Ti 0.34 0.25 -0.92
C -0.12 -0.03 0.00
C 0.28 -0.08 -0.02
C -0.03 -0.06 0.03
P -0.86 0.24 -0.08
C 0.06 0.02 0.03
C -0.04 -0.03 0.05
C -0.15 -0.01 0.01
C -0.05 -0.10 0.03
C -0.02 0.04 -0.16
C -0.09 0.01 0.09
C 0.11 -0.01 -0.04
C 0.00 0.01 0.04
C -0.06 0.15 -0.01
C 0.23 -0.21 0.15
N -0.08 -0.29 0.51
C -0.15 -0.11 0.02
C -0.04 0.06 0.08
C 0.00 0.04 0.03
C 0.08 0.02 0.00
C -0.09 -0.02 -0.05
C 0.05 -0.01 0.00
C 0.05 0.02 -0.09
P 0.37 -0.55 0.39
C -0.04 0.14 -0.15
C 0.09 -0.07 0.04
C 0.06 0.02 -0.02
C 0.34 -0.08 -0.16
C 0.01 -0.05 0.07
C -0.03 -0.05 0.00
H 0.00 0.03 -0.01
H 0.02 -0.02 -0.03
H 0.04 0.01 0.02
H 0.03 -0.02 -0.03
H 0.02 0.01 -0.05
H -0.02 0.04 0.04
H 0.01 -0.03 -0.01
H -0.07 0.00 0.07
H 0.11 0.00 -0.01
H 0.00 -0.04 -0.02
H -0.01 -0.03 0.04
H 0.09 0.03 -0.02
H 0.01 -0.01 0.03
H 0.00 0.02 0.01
H 0.03 -0.03 0.02
H 0.03 0.00 0.01
H 0.02 -0.01 -0.02
H 0.01 0.01 -0.01
H 0.02 0.00 -0.05
H -0.04 -0.02 0.03
H 0.05 0.00 0.02
H -0.01 -0.02 -0.02
H -0.01 -0.01 -0.02
H -0.02 -0.01 0.01
H -0.01 0.01 0.00
H -0.05 0.01 0.03
H 0.00 0.06 0.03
H -0.01 0.02 0.00
H -0.03 -0.03 0.04
H -0.02 0.06 0.00
H 0.00 0.02 0.03
H 0.00 0.01 -0.03
H -0.03 -0.03 -0.01
H -0.24 0.09 0.11
H -0.02 0.02 0.00
H -0.03 0.03 -0.01
H 0.04 0.04 0.01
H -0.01 0.02 0.01
H 0.03 0.02 -0.03
H -0.02 0.00 -0.02
C -0.02 -0.04 0.00
C 0.00 -0.02 0.01
C 0.02 -0.01 0.00
C 0.02 -0.04 0.00
C -0.02 0.05 0.02
C 0.05 -0.03 0.00
C 0.07 0.24 -0.09
C -0.12 0.59 -0.02
C 0.10 -0.14 0.19
C 0.02 0.06 -0.09
C -0.07 -0.05 0.02
C 0.00 0.00 0.01
C 0.00 -0.02 -0.01
C -0.04 -0.04 -0.13
H 0.01 -0.03 0.00
H -0.03 -0.03 0.00
H -0.04 0.02 0.00
H 0.02 0.02 -0.01
H 0.04 -0.01 -0.01
H -0.07 -0.01 0.01
H 0.02 0.01 0.04
H -0.04 0.01 -0.01
H -0.03 -0.02 0.01
H 0.01 -0.01 0.03
H 0.00 0.01 0.02

## Properties
2S+1: 2
Maximum force (eV/Å): 1.0
E_HOMO (alpha / beta) (eV): -10.045 / -10.059
E (Eh): -3141.55621
Charge: +1
Expectation value of S²: 0.76
Gap between HOMO and LUMO (alpha / beta) (hartree): 0.268 / 0.276



Entry 2:
C5H7NO | ωB97M-V/def2-TZVPD

Last column: Löwdin charge in e.
CARTESIAN COORDINATES (ANGSTROEM)
C1 -1.8213 0.1629 0.1599  -0.053
C2 -0.5121 0.2713 -0.5973  -0.260
C3 0.5387 1.1323 0.0682  -0.063
C4 1.7056 0.4124 0.1006  -0.062
N1 1.6742 -0.6202 -1.0045  0.096
C5 0.5075 -0.8280 -0.2808  -0.470
O1 0.6262 -1.4795 0.8445  -0.025
H1 -2.3628 1.1124 0.1236  0.083
H2 -1.6444 -0.1019 1.2069  0.085
H3 -2.4544 -0.6119 -0.2841  0.085
H4 -0.6434 0.4107 -1.6734  0.142
H5 0.3181 1.8824 0.8224  0.112
H6 1.5278 -0.6117 1.1444  0.212
H7 2.3458 -1.3375 -0.7431  0.117

Forces on the atoms, in the same order (eV/Å):
C -0.04 0.01 0.01
C -0.01 0.01 -0.05
C 0.11 0.22 0.13
C 0.11 0.71 -0.03
N -0.07 -0.25 0.04
C -0.15 -0.42 -0.11
O 0.05 0.04 -0.03
H 0.06 -0.11 0.00
H -0.01 0.06 -0.16
H 0.07 0.11 0.07
H 0.02 -0.07 0.15
H -0.01 -0.13 -0.04
H -0.10 -0.24 0.05
H -0.01 0.05 -0.03

## Properties
Energy above the lowest of the compared OMol25 structures with the same formula, charge and spin (eV): 5.830
2S+1: 1
Maximum force (eV/Å): 0.7
E_HOMO (eV): -9.118
E (Eh): -324.51024
Gap between HOMO and LUMO (hartree): 0.358



Entry 3:
C5H12N2O2 | ωB97M-V/def2-TZVPD

Last column: Löwdin charge in e.
CARTESIAN COORDINATES (ANGSTROEM)
N1 -0.2867 -2.4296 0.9499  0.022
N2 0.5796 -1.3746 0.5956  -0.061
C1 0.2786 -0.0858 1.0207  -0.503
O1 -0.0462 0.1703 2.1892  -0.004
C2 1.4791 0.9485 0.5103  -0.195
O2 1.2151 2.1861 1.0858  -0.070
H1 0.2442 -3.1994 1.3498  0.077
H2 -0.9844 -2.1648 1.6468  0.084
H3 1.5203 -1.5881 0.2882  0.144
H4 2.3812 0.4833 0.9402  0.116
H5 1.6543 1.0543 -0.5595  0.097
H6 0.6996 1.9760 1.8921  0.088
C3 -1.6042 0.2296 -0.0944  -0.019
C4 -0.8611 0.9116 -1.0095  -0.206
C5 -0.4566 0.3409 -2.3214  -0.086
H7 -2.0418 -0.7255 -0.3732  0.083
H8 -2.1221 0.7519 0.6886  0.084
H9 -0.5531 1.9250 -0.7944  0.108
H10 0.5986 0.5248 -2.5573  0.073
H11 -0.6299 -0.7431 -2.3467  0.085
H12 -1.0645 0.8085 -3.1006  0.084

Forces on the atoms, in the same order (eV/Å):
N -0.27 -1.36 -0.16
N -0.96 1.14 -0.08
C 5.74 -0.16 1.38
O -1.71 0.12 -0.92
C -1.26 -1.17 0.65
O -0.12 0.17 0.10
H -0.01 0.25 0.10
H 0.63 0.51 -0.09
H -0.60 0.00 -0.11
H -0.06 0.05 0.04
H -0.36 -0.06 -0.04
H 0.16 0.01 -0.19
C -0.83 1.21 -2.14
C -1.22 -0.65 0.76
C 0.27 -0.47 0.08
H 0.43 -0.18 0.15
H 0.33 0.11 0.47
H -0.07 0.17 0.07
H -0.19 0.05 0.00
H 0.00 0.26 -0.02
H 0.09 -0.01 -0.06

## Properties
Energy above the lowest of the compared OMol25 structures with the same formula, charge and spin (eV): 4.724
2S+1: 1
Maximum force (eV/Å): 5.9
E_HOMO (eV): -8.247
E (Eh): -457.57532
SMILES: NNC(=O)CO.C=CC
Gap between HOMO and LUMO (hartree): 0.327



Entry 4:
C2H2OS2 | ωB97M-V/def2-TZVPD

Last column: Löwdin charge in e.
CARTESIAN COORDINATES (ANGSTROEM)
O1 -2.9999 -2.4238 1.5565  0.184
C1 -2.2184 -1.9390 0.8582  -0.344
C2 -1.4566 -1.2364 0.0741  -0.308
S1 -0.6165 0.3746 1.0467  0.321
S2 1.3803 0.6995 1.6754  0.204
H1 -1.5356 -1.0330 -1.0125  0.065
H2 2.0856 0.3701 0.4277  -0.121

Forces on the atoms, in the same order (eV/Å):
O 0.28 -0.60 0.24
C -0.79 0.72 0.00
C 2.35 2.48 0.13
S -1.15 -0.96 -1.06
S 0.34 -1.85 -2.44
H 0.11 -0.58 1.16
H -1.15 0.80 1.97

## Properties
Energy above the lowest of the compared OMol25 structures with the same formula, charge and spin (eV): 1.969
2S+1: 1
Maximum force (eV/Å): 3.4
E_HOMO (eV): -9.111
E (Eh): -948.93268
SMILES: O=C=CSS
Gap between HOMO and LUMO (hartree): 0.293



Entry 5:
C29H36FN3O2Sn | ωB97M-V/def2-TZVPD

Last column: Löwdin charge in e.
CARTESIAN COORDINATES (ANGSTROEM)
Sn1 0.0062 -0.1098 -0.2589  1.411
C1 -4.1102 -0.9234 0.0473  -0.046
C2 -3.0933 -1.3042 1.0878  -0.336
C3 -2.4917 -2.5598 1.0618  -0.078
C4 -1.5218 -2.9019 1.9898  -0.112
C5 -1.1357 -1.9934 2.9672  -0.112
C6 -1.7435 -0.7490 3.0176  -0.112
C7 -2.7125 -0.4115 2.0807  -0.102
H1 -5.0334 -1.4905 0.1766  0.083
H2 -3.7316 -1.1248 -0.9559  0.076
H3 -4.3554 0.1360 0.1073  0.075
H4 -2.7806 -3.2707 0.2970  0.118
H5 -1.0554 -3.8773 1.9454  0.103
H6 -0.3715 -2.2578 3.6860  0.101
H7 -1.4627 -0.0384 3.7842  0.103
H8 -3.1821 0.5644 2.1199  0.110
C8 3.5273 0.9150 -4.1039  -0.054
C9 2.4358 0.0739 -3.4359  -0.374
C10 1.4418 -0.4269 -4.4846  -0.055
C11 3.0138 -1.0870 -2.6551  -0.147
C12 3.7738 -2.0328 -3.3429  -0.039
C13 4.3617 -3.0955 -2.6897  -0.066
C14 4.1975 -3.2281 -1.3194  -0.034
C15 3.4490 -2.3113 -0.5973  -0.137
C16 3.2460 -2.5080 0.8925  -0.366
C17 4.4458 -3.1410 1.5952  -0.073
C18 1.9861 -3.3431 1.1270  -0.058
C19 2.8433 -1.2322 -1.2737  -0.209
N1 2.1473 -0.2603 -0.4820  -0.152
C20 2.9866 0.6560 0.1377  -0.259
C21 4.2893 0.9528 -0.2926  0.000
C22 5.0978 1.8446 0.3928  -0.080
C23 4.6517 2.4842 1.5414  -0.092
C24 3.3705 2.2123 2.0008  -0.022
C25 2.5993 1.3186 1.3012  -0.236
F1 1.3141 1.0763 1.7601  -0.072
H9 3.0794 1.7569 -4.6346  0.076
H10 4.0925 0.3309 -4.8314  0.076
H11 4.2304 1.3120 -3.3710  0.070
H12 1.9187 0.7271 -2.7270  0.102
H13 1.9552 -1.0450 -5.2228  0.078
H14 0.9726 0.4066 -5.0082  0.071
H15 0.6455 -1.0226 -4.0401  0.072
H16 3.9120 -1.9233 -4.4107  0.108
H17 4.9547 -3.8142 -3.2397  0.103
H18 4.6626 -4.0605 -0.8090  0.105
H19 3.0841 -1.5292 1.3476  0.120
H20 4.5508 -4.1988 1.3495  0.072
H21 4.3185 -3.0719 2.6761  0.078
H22 5.3749 -2.6359 1.3298  0.085
H23 2.0835 -4.3183 0.6450  0.090
H24 1.1049 -2.8490 0.7156  0.034
H25 1.8179 -3.5027 2.1939  0.079
H26 4.6660 0.4488 -1.1717  0.111
H27 6.0958 2.0388 0.0227  0.104
H28 5.2814 3.1852 2.0690  0.100
H29 2.9708 2.6753 2.8926  0.122
C26 0.3282 4.1433 -1.9774  0.006
C27 -0.0229 2.7364 -1.6166  -0.271
N2 0.1108 2.2662 -0.4184  -0.079
O1 0.5921 3.1915 0.5197  -0.040
C28 -0.6060 1.8680 -2.6341  -0.314
C29 -1.0468 2.3684 -3.9718  -0.028
N3 -0.7904 0.6321 -2.2478  -0.297
O2 -1.4155 -0.2479 -2.9155  -0.168
H30 1.0278 4.5691 -1.2660  0.081
H31 -0.5728 4.7593 -1.9884  0.103
H32 0.7551 4.1651 -2.9787  0.088
H33 0.6554 2.6793 1.3369  0.069
H34 -1.6456 3.2774 -3.8940  0.082
H35 -1.6448 1.5917 -4.4442  0.077
H36 -0.1932 2.5866 -4.6186  0.078

Forces on the atoms, in the same order (eV/Å):
Sn -0.19 -0.25 0.24
C 0.00 -0.01 0.00
C -0.08 -0.01 -0.04
C 0.00 0.00 0.02
C 0.02 -0.01 -0.01
C -0.01 0.01 0.01
C 0.01 -0.01 -0.02
C -0.06 0.05 0.07
H -0.02 -0.01 -0.01
H 0.01 0.00 -0.02
H -0.02 0.02 0.01
H 0.01 -0.01 -0.03
H 0.00 -0.03 0.00
H 0.01 -0.01 0.01
H 0.01 0.02 0.01
H 0.01 0.03 0.00
C 0.02 0.00 0.06
C -0.03 0.12 0.06
C -0.05 -0.04 0.07
C 0.03 0.04 -0.03
C -0.06 -0.03 0.00
C 0.01 0.02 0.02
C -0.02 -0.02 -0.02
C -0.07 -0.04 0.01
C 0.01 0.04 0.05
C 0.00 0.03 -0.02
C -0.01 0.02 0.00
C 0.02 -0.07 0.06
N 0.04 0.44 -0.24
C -0.09 -0.10 -0.01
C 0.04 -0.07 0.05
C -0.01 0.02 0.06
C -0.01 -0.01 -0.05
C -0.01 -0.07 -0.02
C 0.27 0.10 -0.08
F 0.12 -0.40 0.36
H -0.01 0.03 -0.01
H 0.01 -0.03 -0.02
H 0.02 0.02 0.01
H -0.03 -0.09 -0.06
H 0.00 0.01 -0.06
H 0.01 0.05 -0.04
H 0.00 0.01 0.02
H 0.00 0.01 -0.04
H 0.00 -0.02 -0.01
H 0.02 -0.02 0.02
H 0.01 -0.02 -0.03
H 0.01 -0.03 -0.02
H -0.01 -0.01 0.02
H 0.02 0.02 0.01
H 0.00 -0.02 0.00
H -0.02 -0.03 0.00
H -0.02 0.00 0.03
H 0.02 0.01 -0.01
H 0.01 0.01 -0.01
H 0.02 0.01 0.03
H -0.01 0.02 0.03
C 0.02 -0.02 0.03
C -0.03 0.00 0.24
N 0.20 0.19 0.03
O -0.29 0.14 -0.48
C -0.04 -0.10 0.06
C -0.04 0.00 0.03
N 0.17 -0.14 -0.16
O 0.16 0.17 0.04
H 0.01 -0.01 0.01
H -0.02 0.01 0.01
H -0.01 0.01 -0.01
H -0.11 0.06 -0.20
H -0.01 0.00 0.01
H 0.01 -0.01 0.00
H 0.00 0.00 -0.01

## Properties
Energy above the lowest of the compared OMol25 structures with the same formula, charge and spin (eV): 0.598
2S+1: 1
Maximum force (eV/Å): 0.6
E_HOMO (eV): -7.690
E (Eh): -1755.49301
Gap between HOMO and LUMO (hartree): 0.287



Entry 6:
C3H2FNO2 | ωB97M-V/def2-TZVPD

Last column: Löwdin charge in e.
CARTESIAN COORDINATES (ANGSTROEM)
O1 -2.2996 -0.5266 -0.0009  0.124
C1 -1.0689 0.0015 -0.0010  -0.366
C2 -0.6080 1.2591 -0.0032  -0.056
N1 0.7944 1.2237 -0.0004  0.160
C3 1.0546 -0.0250 0.0077  -0.455
F1 2.2200 -0.6238 -0.0031  0.166
O2 0.0015 -0.8606 0.0005  0.175
H1 -2.2503 -1.4829 0.0043  0.121
H2 -1.1709 2.2157 0.0079  0.132

Forces on the atoms, in the same order (eV/Å):
O 0.11 0.37 0.00
C -0.12 -0.09 -0.02
C -0.65 1.19 0.05
N 0.37 -0.65 0.05
C -0.03 0.57 -0.12
F -0.15 0.16 0.03
O -0.15 -0.13 0.04
H 0.06 -0.33 0.00
H 0.57 -1.07 -0.04

## Properties
Energy above the lowest of the compared OMol25 structures with the same formula, charge and spin (eV): 0.123
2S+1: 1
Maximum force (eV/Å): 1.4
E_HOMO (eV): -8.958
E (Eh): -420.59606
SMILES: Oc1cnc(F)o1
Gap between HOMO and LUMO (hartree): 0.347